ORCA calculation (wB97M-V/def2-TZVPD) on a molecular structure, C19H31BClO21PS at a distorted geometry.

ORCA input file:
```
! RIJCOSX wB97M-V def2-TZVPD def2/J DEFGRID3
* xyz 0 1
H 5.614 0.172 -3.174
C 0.086 1.520 1.652
H -3.203 -0.744 3.230
O 4.915 -0.837 -6.824
H 3.470 -6.314 0.602
C 2.918 -3.715 -1.049
C -3.525 -5.045 3.128
C -1.265 5.751 -2.179
C -4.719 -5.328 2.241
O -5.348 -4.045 2.158
H -3.907 -0.327 -0.127
O 4.264 -3.663 -1.036
O -4.568 -1.933 2.251
C 3.810 -0.970 -3.614
H -4.429 -5.643 1.237
B -1.957 2.184 -0.082
C -3.517 0.522 -0.670
H -1.973 8.178 -3.369
H 3.064 -0.445 -0.515
H 3.668 -6.404 -1.158
H -2.836 -0.150 4.889
H -3.741 5.674 -3.475
H 1.866 2.051 0.582
O -1.951 2.644 -1.346
P 2.454 -0.057 1.473
O 3.097 0.368 2.685
H -3.514 7.896 -2.537
O -1.867 6.885 -1.768
O 5.785 -1.128 -4.766
H -3.756 -5.156 4.189
H 1.627 -1.948 0.890
H 0.892 0.746 -0.158
H 5.672 -5.146 -0.635
C -0.752 2.580 0.898
C 4.786 -0.860 -5.646
C 5.308 -0.840 -3.447
O 2.217 -2.852 -1.486
H 0.134 -0.098 2.986
Cl -1.158 -0.858 1.217
H -2.419 1.517 2.822
H -4.299 0.988 -1.256
O 3.554 -0.292 0.316
O -3.263 -3.665 2.856
H 3.250 -0.295 -2.971
O -1.702 5.384 -3.403
O 0.681 2.293 2.757
O 0.028 4.419 3.844
H 4.923 -4.383 0.780
C -4.409 -3.099 2.405
O 1.786 -1.481 1.730
H -1.171 3.199 -1.509
H -1.716 -1.154 4.027
C 3.593 -5.729 -0.305
H -2.837 6.427 -4.802
H 3.458 -1.987 -3.452
O 3.621 -0.625 -4.990
H -1.230 1.336 4.154
O -0.455 5.149 -1.546
O -0.994 3.656 1.808
C 1.294 1.155 0.771
H -5.401 -6.062 2.661
C -0.613 0.399 2.382
H -2.659 -5.654 2.888
S 0.380 3.836 2.628
C 4.745 -4.749 -0.232
O -3.015 1.440 0.316
O 2.468 -4.860 -0.503
H -2.736 0.151 -1.322
C -2.594 7.429 -2.876
C -2.826 6.206 -3.738
O 1.356 4.427 1.824
H -0.015 2.998 0.204
H 5.717 -1.541 -2.725
C -2.443 -0.356 3.900
C -1.717 0.859 3.315
*
```

Output
Orbital gap, hartree: 0.3806
Highest occupied orbital energy, eV: -10.259

---

ORCA calculation (wB97M-V/def2-TZVPD) on a molecular structure, C19H31Cl2NO2SiZr at a distorted geometry.

ORCA input file:
```
! RIJCOSX wB97M-V def2-TZVPD def2/J DEFGRID3
* xyz -2 1
H 4.297 3.007 -1.865
H 2.609 3.145 -1.344
C -4.454 -2.180 0.277
Zr -0.317 0.185 0.361
C 2.976 0.650 -3.298
H 2.103 1.316 -3.369
C 3.282 0.328 -1.891
Cl -0.439 1.739 2.333
C -3.873 2.361 -1.875
H -2.785 -0.710 3.626
H 4.858 -2.122 1.219
H 1.077 -0.450 2.734
C 3.616 -0.812 0.081
H -3.948 1.602 1.954
H 2.759 -0.261 -3.864
H -4.431 -0.380 3.033
C 3.915 1.211 1.674
H 4.093 -2.663 -2.351
H 2.485 -2.123 -2.877
C -4.607 2.941 0.368
C 3.708 0.583 0.357
C 3.593 2.744 -1.064
C 3.132 -2.251 -2.002
H 3.913 3.239 -0.143
O 1.194 -1.041 1.971
H -5.232 -1.420 0.129
H 3.627 0.515 2.469
Si -3.046 -1.514 1.302
N -2.453 -0.072 0.499
C -4.564 3.214 -1.008
H -3.977 -2.035 3.509
H -0.822 -2.446 2.035
H 4.966 1.505 1.822
H -2.627 0.578 -2.018
H -5.073 4.094 -1.404
C 3.790 -1.906 1.050
C -3.615 -1.113 3.030
H -4.096 -2.494 -0.713
H 3.822 1.161 -3.779
H -3.858 2.555 -2.950
C 3.330 -0.967 -1.303
H -1.186 -2.894 0.365
Cl 0.193 1.820 -1.029
H -4.910 -3.049 0.771
C -1.637 -2.743 1.356
C -3.220 0.987 0.017
O 0.144 -1.279 -0.887
H 3.312 -2.818 0.677
H 3.293 2.112 1.776
C -3.957 1.825 0.884
H -5.149 3.602 1.043
C -3.199 1.258 -1.376
H 2.673 -2.983 -1.328
H -2.059 -3.700 1.698
C 3.544 1.282 -0.871
H 3.305 -1.651 1.999
H -0.075 -1.482 -1.811
*
```

Output
Orbital gap, hartree: 0.1448
Highest occupied orbital energy, eV: 0.726

---

ORCA calculation (wB97M-V/def2-TZVPD) on a molecular structure, C19H31ClMnN7O5Se.

ORCA input file:
```
! RIJCOSX wB97M-V def2-TZVPD def2/J DEFGRID3
* xyz 1 6
C 2.371 -2.082 1.925
H -1.611 0.563 3.021
N 1.246 4.536 -1.732
H -0.619 4.256 -4.299
H -2.588 0.512 0.117
C 1.986 1.300 2.658
C -0.863 2.711 -1.372
C 2.641 -0.651 -1.393
C 1.371 3.416 -0.820
N -1.003 3.825 -2.288
H -1.213 3.006 -0.385
C -0.163 4.927 -1.810
H 1.895 -1.890 2.888
H 2.042 1.582 -2.587
O -1.094 -0.732 0.684
H -0.504 5.235 -0.820
H 0.026 -2.829 -0.145
N 3.078 -1.961 -3.264
H 3.212 -1.402 1.810
C 1.683 4.114 -3.062
H 4.490 1.121 0.603
N 0.550 2.238 -1.249
O -0.966 1.889 1.583
O 2.120 2.010 1.633
H -2.880 1.601 2.327
N 0.878 2.995 -3.560
H -1.469 1.873 -1.727
H -1.135 2.592 -3.975
H 2.726 -3.114 1.876
H 0.388 1.058 -2.986
C -0.704 2.974 2.470
H 1.593 4.953 -3.754
H -0.262 5.772 -2.492
N 2.977 0.168 -0.350
Mn 0.820 0.562 0.462
N 1.372 -0.934 -1.594
C 0.297 -2.613 0.890
H 6.286 0.262 -0.900
C -0.828 -1.849 1.542
C 4.236 0.463 -0.222
H 2.438 2.368 4.457
Se 1.330 -1.991 -3.021
O 1.478 -1.830 0.845
H 2.731 3.809 -3.016
C 4.965 -0.863 -2.123
C -1.972 1.032 2.099
H 0.144 3.528 2.082
H 0.461 -3.560 1.410
H -0.545 -1.491 2.535
C 5.265 -0.036 -1.092
H 2.884 0.652 4.495
H -1.720 -2.478 1.614
H -3.056 -0.671 1.352
C 0.996 1.891 -2.630
H 2.412 3.101 -0.753
H -1.582 3.621 2.535
O 1.135 0.373 2.723
C -0.523 3.419 -3.608
C 2.853 1.544 3.878
C -2.267 0.012 1.031
H 1.048 3.717 0.175
C 3.588 -1.203 -2.313
H -0.458 2.596 3.466
H 5.719 -1.256 -2.791
Cl 4.521 1.980 3.439
*
```

Output
Orbital gap (alpha / beta), hartree: 0.2611 / 0.2609
Highest occupied orbital energy (alpha / beta), eV: -11.327 / -11.327